Density functional theory data (the ωB97M-V functional and the def2-TZVPD basis) for C5H6O in the gas phase.

Values from the calculation:
DFT total energy: -269.2926 a.u.
Charge: 0
Energy relative to the best compared isomer or geometry (same formula, charge and spin): 140.8 kJ/mol
Highest occupied orbital energy: -10.115 eV
SMILES: CC#CC(C)=O

Each atom is followed by the atoms it is bonded to, with distances in Å.
Element x y z (Å)
1 C -2.47 0.35 -0.46  C2 1.462, H7 1.096, H8 1.093, H9 1.095
2 C -1.12 -0.20 -0.28  C1 1.462, C3 1.209
3 C -0.02 -0.67 -0.12  C2 1.209, C4 1.467
4 C 1.38 -0.96 0.18  C3 1.467, C5 1.501, O6 1.211
5 C 2.10 0.28 0.62  C4 1.501, H10 1.094, H11 1.094, H12 1.091
6 O 1.89 -2.05 0.08  C4 1.211
7 H -2.44 1.42 -0.69  C1 1.096
8 H -2.97 -0.17 -1.28  C1 1.093
9 H -3.06 0.20 0.45  C1 1.095
10 H 1.98 1.04 -0.16  C5 1.094
11 H 1.55 0.70 1.47  C5 1.094
12 H 3.15 0.10 0.85  C5 1.091